Record 1
Below is C44H88F2N5O12RbS2 as an isolated structure in a non-equilibrium geometry, with properties calculated with wB97M-V/def2-TZVPD.

Frontier orbital gap ... 8.43 eV
E_LUMO ... 0.1 eV

The geometry in XYZ format:
```
154
Properties=species:S:1:pos:R:3:forces:R:3
Rb 14.16270 13.52027 12.00191 -0.1 -0.2 0.3
N 12.83411 12.93354 15.17674 0.9 -1.5 0.7
S 13.08690 11.53838 15.89449 -0.5 1.3 -0.1
O 13.27527 10.59369 14.85351 0.2 -1.0 -0.3
O 12.13171 11.27422 16.93849 1.7 0.1 -0.3
F 14.65716 11.62498 16.53922 -2.0 0.1 -0.2
S 13.08011 14.35346 15.77332 0.2 1.1 -0.2
O 11.83971 15.06161 15.71941 0.7 0.4 -0.1
O 14.30983 14.92071 15.27410 -0.7 0.0 -0.4
F 13.46012 14.22297 17.28390 -0.5 -0.6 0.6
C 8.46146 12.74078 10.35907 -0.7 -2.3 0.6
C 9.49774 11.88884 11.10905 0.2 -0.8 -2.0
C 8.67349 10.96732 12.01666 0.0 0.7 2.0
C 9.39417 9.76802 12.51917 -0.2 -0.8 -3.0
C 9.77673 8.96290 11.25979 -0.8 0.5 0.7
C 10.81409 9.74939 10.45914 0.7 0.3 -1.2
N 10.10434 10.95478 10.05440 -1.2 1.5 -0.2
O 10.79986 11.74184 9.03509 -0.6 -0.5 0.2
C 12.08334 10.07212 11.26833 1.1 -0.3 -1.1
C 11.21886 8.95828 9.15218 -1.2 -1.3 2.0
C 10.43796 12.81836 11.88750 0.7 -0.2 1.0
H 8.77572 13.53186 9.79416 1.5 2.5 -0.9
H 7.73218 13.02210 11.08890 -0.6 0.6 0.3
H 7.95560 12.16210 9.58869 -0.2 -0.6 0.3
H 8.47883 11.52486 12.96177 -0.7 0.2 -0.9
H 7.78782 10.55871 11.55158 -0.6 0.7 -0.3
H 8.84791 9.16756 13.19639 -0.7 -0.4 0.8
H 10.25982 10.11742 12.93248 2.3 0.4 1.8
H 8.81217 8.78171 10.72258 1.0 0.0 -0.1
H 10.16895 8.03635 11.59837 0.6 -1.1 -0.1
H 11.94170 10.71209 12.10985 -0.4 0.4 0.5
H 12.56135 9.17368 11.69227 0.0 0.2 -0.5
H 12.80206 10.62294 10.59032 -0.6 -0.8 0.7
H 10.28962 8.65845 8.60858 0.7 0.3 0.3
H 11.91888 9.45177 8.49662 0.2 0.2 0.0
H 11.64633 8.02159 9.61053 -0.1 0.7 -1.0
H 9.83248 13.61569 12.30616 -0.4 -0.1 0.5
H 11.11636 13.44924 11.28235 0.1 -0.9 -0.2
H 10.97739 12.29594 12.75371 -0.6 0.9 -1.3
H 10.24594 11.62202 8.23277 0.4 0.0 0.9
C 13.67026 11.73718 7.10371 -0.1 0.1 -0.8
C 14.67380 12.71862 7.79579 -0.8 -0.1 -0.8
C 15.50993 13.47208 6.77689 1.1 0.5 0.1
C 14.73084 14.59959 6.10904 0.1 -0.8 -1.1
C 14.27801 15.55950 7.18918 -0.9 0.5 -1.7
C 13.27953 14.94761 8.13571 0.5 -1.1 0.5
N 14.04340 13.75840 8.71639 -0.5 -0.7 -0.3
O 13.15226 13.04468 9.58618 0.6 0.6 -0.2
C 13.07618 15.88670 9.31017 -1.3 1.4 -0.1
C 11.89850 14.67835 7.43135 2.3 -0.1 0.1
C 15.59408 11.82246 8.61160 0.2 2.5 0.2
H 12.95949 11.31852 7.85838 0.5 0.3 -0.8
H 14.30701 10.90560 6.69308 -0.8 0.6 0.4
H 13.10485 12.15810 6.20618 0.6 -0.4 1.3
H 16.35092 13.98242 7.29641 -0.3 -0.4 0.1
H 16.02279 12.72488 6.13515 -0.6 0.5 -0.1
H 13.91736 14.11866 5.52877 0.2 0.7 0.1
H 15.36634 15.18450 5.41590 -0.3 -0.5 0.1
H 13.77481 16.43504 6.69666 0.7 -0.4 0.6
H 15.22200 15.80647 7.66486 -0.2 0.7 0.6
H 12.53784 15.43228 10.14769 0.0 -0.2 -0.2
H 14.04585 16.21513 9.67591 0.0 0.2 0.1
H 12.41356 16.79250 9.02070 1.3 -1.3 0.3
H 11.20389 14.27406 8.12183 -0.8 -0.4 0.7
H 11.58550 15.66292 7.13966 -0.5 0.3 -0.4
H 12.01785 14.01709 6.57219 -0.2 0.2 0.0
H 15.02825 11.40165 9.37904 -0.7 -0.6 1.7
H 16.39160 12.48012 8.95686 0.1 -0.2 0.6
H 16.06616 11.02841 8.11832 0.4 -1.0 -1.3
H 12.36903 12.87740 9.06211 -0.8 -0.6 0.0
C 9.27080 19.83678 12.65341 -1.4 0.8 1.3
C 7.75090 19.43217 12.83027 0.6 -1.2 -0.3
C 7.09985 19.16788 11.44160 1.0 -2.2 1.4
C 7.62613 17.83777 10.78496 -0.9 1.5 0.2
C 7.43576 16.67990 11.79469 1.9 0.1 -1.1
C 8.12772 16.94164 13.15001 -0.7 -0.9 0.1
N 7.58795 18.21660 13.63953 -0.6 -0.8 0.4
O 8.18674 18.37380 14.91319 0.6 0.8 0.2
C 7.74019 15.80347 14.16249 -0.4 -1.1 -0.2
C 9.64062 16.86668 13.01298 0.3 -0.2 -0.7
C 6.90262 20.53372 13.43279 1.5 0.8 1.0
H 9.92536 19.73975 13.57571 -1.0 0.0 -1.1
H 9.16737 20.87874 12.37580 0.6 0.5 0.0
H 9.67290 19.32448 11.81471 0.6 -0.4 -0.5
H 6.04969 19.07702 11.63031 -0.8 -0.2 0.0
H 7.23919 20.08660 10.95762 0.4 1.0 -1.5
H 8.67913 17.99228 10.56374 0.1 -0.2 -0.2
H 7.08402 17.68361 9.81544 0.5 -0.2 0.8
H 7.94345 15.80141 11.33893 -0.6 0.2 0.4
H 6.39253 16.50528 11.91467 -0.9 -0.3 0.3
H 8.34867 15.80494 15.07662 -0.3 0.5 -0.2
H 6.65900 15.74895 14.40770 0.5 0.6 0.0
H 7.90679 14.75159 13.79454 0.2 1.1 -0.4
H 10.02326 17.42762 12.17067 0.1 0.2 0.0
H 10.21606 17.09187 13.88788 0.0 0.6 0.7
H 9.92551 15.85017 12.82022 -0.1 -0.8 -0.3
H 5.93070 20.23509 13.77657 -0.7 -0.4 -0.5
H 6.87954 21.37851 12.73674 -0.3 -0.1 0.2
H 7.38326 20.87473 14.35590 0.1 0.3 -0.1
H 7.46705 18.51396 15.52825 -0.3 0.0 0.0
C 16.08800 18.19343 13.99386 0.4 -0.1 -0.4
C 15.39343 17.72575 12.71433 -2.3 -2.1 0.7
C 15.44503 18.84824 11.70022 1.0 -0.3 0.4
C 16.82077 18.93116 11.07944 1.4 -1.8 -0.1
C 17.27089 17.54460 10.44928 1.3 1.3 2.3
C 17.23195 16.38994 11.47115 -0.4 1.0 -0.1
N 15.89727 16.46001 12.14188 1.5 0.8 -2.5
O 15.85672 15.34964 12.95981 -0.5 0.4 2.6
C 17.24843 15.11487 10.68302 -1.2 -1.7 0.2
C 18.42506 16.34276 12.46664 0.2 1.4 -0.2
C 13.83000 17.40041 12.85244 0.7 -1.2 -0.5
H 15.43265 18.87974 14.54241 0.2 -0.5 0.3
H 16.93078 18.76345 13.63806 0.4 0.6 0.1
H 16.61492 17.42540 14.57886 -0.9 0.0 0.3
H 14.65220 18.68723 10.97175 0.0 0.5 -0.1
H 15.36807 19.74130 12.33224 -0.8 0.2 -0.6
H 17.54415 19.23397 11.85528 -0.1 0.1 -0.5
H 16.82756 19.62066 10.27002 0.1 1.0 -0.5
H 18.28390 17.53275 9.98249 -0.7 0.4 0.3
H 16.55773 17.39148 9.70902 -1.3 -0.8 -1.6
H 16.38688 15.00717 9.96764 0.6 0.2 0.7
H 18.14536 15.05084 10.10850 0.8 -0.1 -0.4
H 17.23331 14.24586 11.39896 0.0 0.6 -0.8
H 18.57470 17.34259 12.98212 -0.2 -1.3 -0.3
H 18.25293 15.52459 13.16693 0.0 0.3 0.2
H 19.37902 16.12214 11.95786 -0.4 0.1 0.0
H 13.52688 16.99567 11.85946 0.2 0.8 0.3
H 13.29386 18.29950 13.08698 -0.5 0.4 0.2
H 13.48909 16.55461 13.48881 0.8 0.8 0.4
H 15.92378 15.71517 13.87392 -0.1 -0.8 -0.3
O 16.11072 16.11447 17.77972 -1.3 1.4 1.2
C 16.72147 15.19424 17.38637 0.4 -2.5 0.5
O 17.50726 15.32840 16.33582 1.3 0.2 -2.1
C 18.18001 14.12420 15.88679 -0.9 0.1 0.9
C 18.00569 13.17233 17.10743 0.4 0.3 0.2
C 16.79188 13.70134 17.88499 0.4 1.6 -1.5
H 19.21761 14.41639 15.75194 0.0 -0.2 -0.3
H 17.70534 13.80115 14.92584 0.4 0.1 0.8
H 18.92112 13.18587 17.74208 -0.6 0.1 -0.5
H 17.83329 12.15485 16.84546 0.0 -0.8 -0.5
H 16.99134 13.68558 18.94069 -0.5 -0.1 0.5
H 15.84634 13.25250 17.54523 0.4 0.0 0.6
O 15.35433 11.02549 12.28245 0.2 0.0 0.1
C 15.54966 10.07219 12.99447 -0.2 0.1 -1.1
O 14.92590 8.88813 12.71202 0.3 0.4 1.9
C 14.99825 8.06129 13.93034 1.3 -0.9 -1.1
C 16.23792 8.56700 14.66246 2.3 -0.1 -1.6
C 16.49218 10.02359 14.19368 -0.1 -0.1 -1.0
H 15.18042 7.01450 13.58960 -0.4 0.8 0.2
H 14.09903 8.09294 14.52635 -0.4 0.5 -0.1
H 17.14452 7.94092 14.40530 -1.0 0.6 -0.2
H 16.22181 8.46583 15.69042 -0.6 0.0 2.2
H 17.56660 10.28492 13.82217 -2.0 -0.6 0.8
H 16.10584 10.82773 14.85361 0.5 -0.6 -0.1
```
Positions in Å, forces in eV/Å.

=====

Record 2
Below is a 8-piece molecular cluster, C44H88N8O4 overall in a non-equilibrium geometry, with properties calculated with wB97M-V/def2-TZVPD.

Frontier orbital gap ... 8.47 eV
E_LUMO ... 0.4 eV
Structure (SMILES) ... CC1(C)CCCC(C)(C)N1O.CC1(C)CCCC(C)(C)N1O.CC1(C)CCCC(C)(C)N1O.CC1(C)CCCC(C)(C)N1O.CC#N.CC#N.CC#N.CC#N
Energy relative to the best compared isomer or geometry (same formula, charge and spin) ... 246.0 kJ/mol

The geometry in XYZ format:
```
144
Properties=species:S:1:pos:R:3:forces:R:3
C 3.11212 -5.26293 4.34275 -0.3 0.9 -1.4
C 2.18601 -3.99226 4.20973 0.1 -0.5 0.0
C 1.42622 -3.83572 5.53519 -1.2 0.9 -0.9
C 2.22620 -3.22636 6.65995 1.0 -0.8 1.0
C 2.85744 -1.88554 6.32287 -0.5 -0.2 -1.2
C 3.64393 -1.94322 4.97025 0.6 0.6 0.7
N 2.90446 -2.73039 3.96173 -0.3 0.4 -0.7
O 3.69921 -2.84991 2.75197 0.2 -1.1 1.6
C 3.70492 -0.50176 4.40426 -0.2 0.1 0.3
C 5.07764 -2.50760 5.25968 -1.2 -0.8 -0.9
C 1.15731 -4.17269 3.02873 1.6 -1.1 -0.1
H 3.40626 -5.46790 5.35792 0.0 -0.1 0.4
H 3.99852 -5.01731 3.76468 0.3 -0.3 -0.1
H 2.65146 -6.15000 3.88074 0.0 0.3 0.3
H 0.51235 -3.24500 5.30523 0.4 0.0 0.3
H 1.06130 -4.82055 5.79326 -0.1 -0.3 0.3
H 2.99773 -3.97785 6.92398 -0.1 0.4 0.0
H 1.64315 -3.09841 7.58302 -0.1 -0.2 -0.3
H 3.54426 -1.49778 7.09029 -0.4 -0.2 -0.2
H 1.99403 -1.20268 6.24344 0.5 0.2 -0.2
H 4.04880 0.28467 5.09776 0.3 -0.6 0.0
H 4.29136 -0.44303 3.49478 0.3 0.0 -0.1
H 2.70047 -0.18724 4.13779 -0.3 -0.1 -0.1
H 4.93356 -3.60212 5.30734 0.6 0.4 -0.1
H 5.78872 -2.23016 4.47467 -0.2 -0.3 0.1
H 5.46922 -2.20744 6.20785 0.2 0.5 0.6
H 0.47755 -3.36074 2.95148 -0.5 0.9 0.1
H 0.57155 -5.09769 3.12935 0.2 0.2 0.2
H 1.70043 -4.24553 2.05305 -0.3 0.0 0.8
H 3.46257 -2.09120 2.23780 -0.5 0.8 -0.6
C -1.30903 -3.63128 -4.39703 0.8 -0.8 -0.5
C -1.17674 -2.60798 -5.54099 0.0 0.4 -0.2
C -2.55017 -2.05878 -5.90214 0.8 0.7 -1.7
C -3.04854 -0.96559 -5.03575 -1.2 -0.4 1.6
C -2.05377 0.12962 -4.81384 1.0 -0.3 -1.3
C -0.68918 -0.39046 -4.27464 -0.8 -0.5 -0.3
N -0.24263 -1.46948 -5.21210 -2.2 0.6 -0.6
O 1.01509 -1.93749 -4.92722 1.1 -0.2 0.3
C 0.31498 0.72790 -4.41744 0.0 0.8 0.1
C -0.80063 -0.79898 -2.78033 0.0 0.7 -0.8
C -0.55217 -3.29346 -6.79031 -1.3 -0.4 0.1
H -1.70883 -4.56025 -4.79772 0.0 -0.2 -0.2
H -1.97037 -3.41798 -3.57611 -0.3 0.8 0.3
H -0.31448 -3.88323 -3.99571 -0.2 0.1 -0.1
H -2.49873 -1.53981 -6.88888 0.3 -0.8 0.2
H -3.25090 -2.88302 -6.02338 -0.1 0.0 0.2
H -3.32557 -1.38102 -4.06558 -0.3 0.0 0.2
H -3.95908 -0.59918 -5.51470 -0.1 0.3 0.3
H -2.42972 0.92106 -4.18365 -0.1 0.2 0.4
H -1.89671 0.55487 -5.82830 0.3 0.1 0.6
H 1.31858 0.38902 -4.23213 0.5 -0.3 0.0
H 0.25256 1.09429 -5.44252 0.2 0.1 0.1
H 0.13921 1.56205 -3.71102 -0.2 -0.4 -0.4
H -0.75735 0.10870 -2.20793 0.2 0.6 0.4
H -1.73571 -1.23397 -2.47253 -0.3 -0.7 -0.2
H 0.05444 -1.37382 -2.48882 0.4 -0.6 0.4
H -1.11226 -4.19563 -7.15565 0.5 0.6 0.8
H 0.41614 -3.51423 -6.42662 1.2 -0.8 -0.3
H -0.47028 -2.67832 -7.68768 0.0 0.5 0.4
H 1.09689 -2.06327 -3.97214 0.2 -0.3 0.3
C -5.59909 2.91711 -2.45887 -0.6 1.5 -0.4
C -6.58659 1.96635 -1.79186 -0.3 -0.5 -1.0
C -6.92867 0.80717 -2.74982 -0.7 0.3 1.3
C -5.74666 -0.03666 -2.94846 2.1 -0.9 -0.9
C -5.34357 -0.68256 -1.61994 -1.5 0.6 1.5
C -4.98973 0.40521 -0.56250 0.8 0.0 -0.3
N -6.06852 1.38529 -0.52365 -1.5 0.4 -0.7
O -5.79343 2.45508 0.38437 -0.2 -0.3 0.2
C -4.92752 -0.17844 0.83185 -0.8 -0.9 0.2
C -3.60102 0.95200 -0.96473 -1.0 -1.2 -1.2
C -7.89348 2.73072 -1.59346 -0.1 -0.1 1.9
H -6.12411 3.80277 -2.89699 0.1 -0.6 0.4
H -5.03591 2.52596 -3.31697 0.3 -0.1 0.7
H -5.03319 3.32490 -1.62579 0.8 0.1 -0.4
H -7.64170 0.17236 -2.21144 -0.6 0.3 -0.4
H -7.34119 1.25200 -3.65909 0.0 -0.3 0.0
H -4.95591 0.62422 -3.36554 -0.1 -0.8 0.3
H -5.86784 -0.81820 -3.70089 -0.3 0.0 0.0
H -4.51853 -1.37911 -1.57488 0.3 -0.2 -0.6
H -6.24154 -1.23707 -1.21149 0.8 0.4 -0.5
H -4.22132 -1.02052 0.91657 -0.4 0.2 -0.1
H -4.62610 0.56238 1.54912 0.2 0.4 0.3
H -5.97405 -0.47504 1.09856 0.9 -0.1 -0.1
H -2.90484 0.10660 -0.95148 0.0 0.2 0.0
H -3.70382 1.33236 -1.99051 0.6 0.0 0.4
H -3.26072 1.70091 -0.31628 0.5 1.2 0.9
H -8.67601 2.08515 -1.11202 0.7 0.6 -0.2
H -8.28258 3.05065 -2.54453 0.0 0.2 -0.4
H -7.67431 3.62542 -0.96334 -0.5 -0.6 -0.4
H -6.52166 2.36547 1.02539 0.5 0.1 -0.3
C 0.31707 6.01223 0.44647 -0.2 -0.6 0.9
C 1.63738 5.28798 0.81522 0.4 -0.2 -0.5
C 2.72134 6.32850 1.26841 -0.4 0.2 0.0
C 3.93670 5.69453 1.96380 -0.5 0.2 -0.1
C 3.42593 4.91589 3.15936 -0.2 0.7 -0.8
C 2.50721 3.77621 2.73969 -0.4 -0.3 0.1
N 1.36678 4.37021 1.97437 0.9 0.4 0.2
O 0.54097 3.27134 1.56688 -1.6 1.4 0.3
C 3.28258 2.69887 1.94036 0.2 0.6 -0.1
C 1.94661 3.19583 4.05250 -1.4 -0.2 -0.5
C 2.11564 4.56733 -0.47956 0.7 -0.8 0.3
H 0.52419 6.88655 -0.14968 0.0 0.0 -0.6
H -0.24397 6.39478 1.31071 0.4 -0.2 0.2
H -0.36193 5.29309 -0.03584 0.3 0.4 -0.3
H 3.07016 6.93477 0.40252 -0.5 -0.4 0.4
H 2.19388 7.00061 1.98280 0.5 -0.2 -0.4
H 4.62100 6.44414 2.35975 0.0 0.3 -0.3
H 4.49318 5.07879 1.25368 0.1 0.0 0.1
H 2.86331 5.67211 3.73512 0.1 -0.6 0.2
H 4.26625 4.56294 3.73471 0.1 -0.4 0.4
H 4.05521 3.18766 1.33511 0.0 -0.3 0.2
H 3.75620 1.99447 2.61427 0.2 -0.1 0.1
H 2.68247 2.12508 1.23809 -0.3 0.0 0.2
H 2.72731 2.85953 4.70802 0.6 -0.2 0.2
H 1.38026 3.98380 4.57992 0.2 -0.3 -0.2
H 1.25802 2.33296 3.89190 0.5 0.6 0.0
H 1.45294 3.74315 -0.81161 0.1 0.6 0.3
H 3.11454 4.10408 -0.33958 -0.5 0.3 0.0
H 2.23788 5.26501 -1.30924 -0.2 0.2 0.1
H -0.33389 3.65414 1.85621 1.1 -1.1 -0.5
C 3.65066 1.01227 -1.81453 -0.8 0.0 1.2
C 4.94862 0.56140 -1.32024 -0.1 0.1 -0.6
N 5.99926 0.25017 -0.97982 0.0 -0.1 0.2
H 3.70205 1.55663 -2.74133 0.3 0.1 -0.4
H 3.24563 1.69256 -1.03703 0.0 -0.3 -0.5
H 2.94481 0.17530 -1.92379 0.4 0.2 0.1
C -0.11856 -4.06232 -0.86379 -0.8 0.6 0.8
C -0.92929 -3.18162 0.08993 4.4 -5.1 -5.3
N -1.48147 -2.54886 0.80619 -3.3 3.8 4.1
H -0.71114 -4.34748 -1.74114 0.0 0.2 0.4
H 0.27165 -4.97003 -0.38811 -0.4 0.3 0.2
H 0.74423 -3.50436 -1.20119 0.0 0.3 -0.1
C 4.19938 -3.23010 -0.47595 0.5 0.5 -0.9
C 3.24599 -2.73705 -1.51330 5.3 -2.4 5.2
N 2.47469 -2.43303 -2.23951 -4.5 1.9 -4.5
H 3.64089 -3.64538 0.34998 -0.1 0.0 0.3
H 4.86526 -2.41371 -0.13558 -0.6 -0.3 -0.1
H 4.86049 -4.00263 -0.89169 -0.4 0.1 -0.1
C 0.44783 0.11563 1.79749 -0.2 -0.4 -1.6
C 1.69027 -0.49064 1.21386 -0.2 0.2 0.1
N 2.61004 -0.92240 0.65355 -1.1 0.6 0.9
H -0.39150 -0.30177 1.21302 0.3 0.2 0.0
H 0.42762 1.20938 1.67391 0.4 -0.5 0.2
H 0.18724 -0.18501 2.79467 0.6 -0.2 0.6
```
Positions in Å, forces in eV/Å.